16
Properties=species:S:1:pos:R:3:forces:R:3 method="wB97M-V/def2-TZVPD" e_homo_ha=-0.3133 multiplicity=1 gap_ev=8.18 relative_energy_ev=1.766 e_tot_ev=-24126.2369
C -1.7413 -0.8992 0.0307 0.28 0.31 -0.59
C -0.5807 -1.8030 0.0467 2.10 -0.97 1.36
C -1.6371 0.4436 0.1267 -1.48 -0.83 -0.92
C 0.7463 -1.5802 -0.1929 -0.67 0.73 -1.07
O -0.4667 2.9833 -0.4687 -2.11 1.49 -2.07
O 2.9231 0.2050 0.3793 -0.41 -0.28 2.44
Si -0.1736 1.5154 0.1301 1.60 -1.56 2.77
Si 1.6142 0.1157 -0.6299 -0.65 -1.05 0.68
H -2.7219 -1.3628 -0.2238 0.76 0.34 0.57
H -0.6144 -2.7983 0.5372 -1.27 0.35 -0.79
H -2.5844 0.9453 -0.0697 -0.08 0.19 0.29
H 1.3405 -2.5217 -0.2092 -0.12 0.92 0.37
H -1.2189 3.1858 -1.1443 2.10 -0.73 2.08
H 2.7032 0.0582 1.3719 0.50 0.49 -2.62
H 0.2216 1.3844 2.3255 -0.30 0.41 -2.80
H 2.1901 0.1286 -2.0095 -0.25 0.19 0.30